No. 1
This record from the OMol25 dataset describes C37H41N2O4S3W as an isolated structure in a non-equilibrium geometry. The level of theory is ωB97M-V with the def2-TZVPD basis set.

Positions of all 88 atoms, in Å:
W: -0.150850 -1.039429 -0.134681
C: 0.081379 1.189323 3.454771
C: -0.554318 0.144393 2.584663
O: -0.487721 0.322390 1.281896
C: -1.246763 -0.970694 3.072593
C: -1.338347 -1.387327 4.389887
C: -2.029937 -2.562564 4.767776
C: -2.748042 -3.303967 3.891976
C: -2.904021 -2.871009 2.494817
C: -1.911753 -1.796090 1.983903
O: -0.926523 -2.225879 1.119322
H: 0.338299 2.055329 2.846771
H: 0.989195 0.797294 3.912313
H: -0.597582 1.497141 4.247055
H: -0.835355 -0.822415 5.159335
H: -1.949047 -2.875624 5.797700
H: -3.260455 -4.200806 4.201710
H: -2.943482 -3.715017 1.801778
C: 3.918582 3.251988 2.006596
C: 3.852364 2.154797 3.047588
S: 3.360121 0.477519 2.486564
C: 4.361559 0.234295 0.974079
C: 3.542335 0.337905 -0.319636
S: 1.841305 0.975083 0.016560
C: 1.727882 2.443176 -1.062769
C: 2.580777 3.572049 -0.506150
S: 2.305889 3.769824 1.297276
H: 4.564094 2.975045 1.178155
H: 4.336848 4.140952 2.480566
H: 3.126580 2.401906 3.817924
H: 4.832791 2.056015 3.511843
H: 4.790345 -0.762633 1.062117
H: 5.168791 0.959556 0.997685
H: 3.415121 -0.652274 -0.759479
H: 4.006691 0.997298 -1.049556
H: 0.673537 2.713549 -1.013042
H: 1.982129 2.185037 -2.088768
H: 2.304638 4.514798 -0.980863
H: 3.642618 3.395685 -0.672785
O: -7.357525 -3.571801 1.918777
C: -6.292860 -2.946483 2.440478
O: -6.179017 -2.827047 3.633579
C: -5.260877 -2.433819 1.507599
C: -4.067430 -1.863362 2.183503
C: -3.097765 -1.032265 1.326547
C: -3.168614 -1.340057 -0.140093
C: -4.231883 -2.010792 -0.660203
C: -5.297935 -2.499586 0.154490
N: -2.083639 -0.901952 -0.877242
C: -2.290648 -0.541189 -2.170293
C: -1.156318 -0.278309 -2.913448
C: -1.170903 0.184406 -4.258076
C: -0.003599 0.399599 -4.917526
C: 1.207877 0.099890 -4.247355
C: 1.176639 -0.337739 -2.956815
N: 0.040210 -0.492607 -2.216646
H: -7.340314 -3.626668 0.955320
H: -4.364307 -1.354270 3.100502
H: -3.115572 0.052507 1.483629
H: -4.271786 -2.232202 -1.717825
H: -6.130902 -2.941505 -0.378748
H: -3.291859 -0.416557 -2.557192
H: -2.128808 0.352255 -4.723406
H: 0.008801 0.765053 -5.931270
H: 2.152803 0.199198 -4.756325
H: 2.105576 -0.608244 -2.467218
C: 2.701421 -3.761761 1.354217
C: 1.965308 -3.634011 0.014580
C: 0.715441 -4.557070 0.038411
C: 1.393926 -2.274198 -0.157293
C: 2.823260 -4.055802 -1.173886
C: 2.379981 -3.769444 -2.461269
C: 3.091433 -4.199362 -3.565955
C: 4.257575 -4.929455 -3.401107
C: 4.708886 -5.213432 -2.125553
C: 4.000302 -4.775797 -1.019260
H: 2.068789 -3.387114 2.157478
H: 3.622915 -3.182295 1.341056
H: 2.942246 -4.797907 1.574143
H: 0.102529 -4.306880 0.902429
H: 1.020689 -5.596919 0.108132
H: 0.125028 -4.421503 -0.869674
H: 1.543776 -1.631723 0.800486
H: 1.461036 -3.208352 -2.587814
H: 2.731822 -3.973472 -4.558448
H: 4.803792 -5.287182 -4.259377
H: 5.615081 -5.782959 -1.981791
H: 4.380901 -5.017142 -0.040374

Forces on atoms 1 to 3 (eV/Å):
4.4 -0.3 -3.5
-0.3 0.0 -0.3
0.4 1.2 -1.3

- Max |F|: 5.60 eV Å⁻¹
- Highest occupied orbital energy (alpha / beta): -8.98 / -8.99 eV
- 2S+1: 1
- E_tot: -84527.635 eV
- Energy relative to the best compared isomer or geometry (same formula, charge and spin): 70.2 kcal/mol
- Total charge: +1


No. 2
This record from the OMol25 dataset describes C34H38AsIrN8O4S as an isolated structure. The level of theory is ωB97M-V with the def2-TZVPD basis set.

Positions of all 87 atoms, in Å:
Ir: -0.493820 0.464214 -0.334661
N: -4.641087 7.331389 -2.763029
C: -3.792302 6.336620 -2.574251
C: -3.569422 5.378216 -3.615337
C: -2.668194 4.374869 -3.422146
C: -1.979376 4.293430 -2.196691
C: -2.191886 5.209270 -1.156600
C: -3.089375 6.224284 -1.331690
S: -0.695143 3.064851 -2.025721
O: 0.028425 3.085243 -3.254317
O: -0.044506 3.298070 -0.764761
N: -1.458044 1.636389 -1.797085
C: -1.685338 0.741897 -2.847124
N: -2.151086 1.104980 -4.021100
C: -2.297767 0.119710 -4.911319
C: -1.990889 -1.203214 -4.624921
C: -1.518904 -1.476930 -3.355554
N: -1.369941 -0.500211 -2.460394
H: -5.142580 7.441569 -3.635577
H: -4.808313 8.029281 -2.049052
H: -4.107101 5.474988 -4.549969
H: -2.466961 3.644714 -4.195255
H: -1.627335 5.112986 -0.239304
H: -3.267180 6.955308 -0.553202
H: -2.677006 0.403994 -5.885241
H: -2.117081 -1.982747 -5.360884
H: -1.246840 -2.479794 -3.049271
N: -1.474148 -1.519218 0.401061
C: -1.323758 -1.626654 1.870644
C: -2.419926 -2.521643 2.460329
C: -2.410224 -2.838004 3.961005
C: -1.080008 -3.339019 4.545845
N: -0.310470 -2.278647 5.204173
C: -0.699050 -1.712232 6.355971
N: -1.177972 -2.463845 7.341885
N: -0.573464 -0.394973 6.493115
C: -1.231980 -0.212569 2.462570
O: -1.271494 -0.036665 3.661263
O: -1.035619 0.753198 1.600129
H: -2.455330 -1.507677 0.132719
H: -1.034599 -2.309825 -0.059918
H: -0.334725 -2.071787 2.041590
H: -2.371571 -3.466398 1.909878
H: -3.389019 -2.074860 2.217103
H: -3.163090 -3.612620 4.112835
H: -2.745323 -1.970348 4.528182
H: -0.433486 -3.759087 3.773804
H: -1.254782 -4.143926 5.256225
H: 0.108257 -1.609328 4.576103
H: -0.995534 -3.453164 7.367555
H: -1.585670 -2.043930 8.161124
H: -0.624464 0.171391 5.656465
H: -0.653034 0.044230 7.395420
C: 5.158248 2.386834 0.880149
C: 3.849860 2.556276 1.311096
C: 2.845589 1.741036 0.809635
C: 3.166174 0.755340 -0.117557
C: 4.475767 0.586866 -0.559849
C: 5.471499 1.407351 -0.054523
As: 1.797748 -0.413339 -0.762599
C: 1.890829 -2.013561 0.317484
C: 2.429827 -1.939801 1.598080
C: 2.399028 -3.057531 2.424701
C: 1.822384 -4.239538 1.979507
C: 1.280887 -4.313969 0.699526
C: 1.314084 -3.202775 -0.130107
C: 2.217580 -0.924870 -2.559433
C: 1.890067 -0.049053 -3.592011
C: 2.256869 -0.361568 -4.892369
C: 2.942746 -1.539835 -5.157746
C: 3.276322 -2.404525 -4.123618
C: 2.918270 -2.099998 -2.818016
H: 5.939416 3.026881 1.267649
H: 3.610194 3.328409 2.029449
H: 1.820599 1.890320 1.133381
H: 4.720528 -0.169230 -1.296266
H: 6.491385 1.286078 -0.393140
H: 2.895233 -1.023384 1.942736
H: 2.850331 -3.010112 3.407424
H: 1.821165 -5.115073 2.615900
H: 0.861924 -5.245201 0.340786
H: 0.934056 -3.278651 -1.144823
H: 1.386402 0.892417 -3.393767
H: 2.021762 0.324327 -5.695432
H: 3.231671 -1.779371 -6.172247
H: 3.825260 -3.313275 -4.330299
H: 3.195834 -2.773254 -2.016321

Forces on atoms 1 to 3 (eV/Å):
-0.4 -0.1 -0.1
0.0 0.0 0.0
0.0 0.0 0.0

- Max |F|: 0.40 eV Å⁻¹
- Highest occupied orbital energy (alpha / beta): -15.18 / -15.62 eV
- 2S+1: 6
- E_tot: -130473.518 eV
- Energy relative to the best compared isomer or geometry (same formula, charge and spin): 4.4 kcal/mol
- Total charge: +3


No. 3
This record from the OMol25 dataset describes a 9-piece molecular cluster, H18O9 overall in a non-equilibrium geometry. The level of theory is ωB97M-V with the def2-TZVPD basis set.

Positions of all 27 atoms, in Å:
H: 0.537828 -0.731130 -0.632245
H: 0.023027 0.579429 -0.061257
H: -0.057649 4.856158 2.509843
H: 0.900121 3.571814 2.647674
H: -3.721957 3.630362 -2.389770
H: -2.555098 2.839409 -1.822410
H: 4.063294 -1.336228 0.247835
H: 2.654814 -0.638223 0.349332
H: 1.556777 -3.770922 -2.433207
H: 1.898432 -3.409419 -1.043909
H: 1.602307 2.974425 1.072098
H: 2.197257 2.285696 -0.055202
H: -2.186535 0.180208 1.312657
H: -2.044611 -1.102165 2.041940
H: 0.216770 -3.799389 0.939389
H: 0.504241 -3.094866 2.234881
H: -1.981485 -2.069178 -2.214169
H: -2.115134 -1.292327 -3.452689
O: 0.119206 -0.314150 0.135289
O: 0.245105 4.203066 3.134916
O: -3.323210 3.247997 -1.572013
O: 3.172831 -1.463204 0.562422
O: 1.952022 -3.058704 -1.915979
O: 1.577536 3.012321 0.158050
O: -2.509034 -0.759891 1.315948
O: -0.124040 -3.014597 1.527089
O: -2.602815 -1.526491 -2.596514

Forces on atoms 1 to 3 (eV/Å):
-0.3 0.1 0.2
-0.3 2.5 -0.8
0.0 0.2 -0.6

- Max |F|: 4.40 eV Å⁻¹
- Highest occupied orbital energy: -10.40 eV
- 2S+1: 1
- E_tot: -18717.944 eV
- Energy relative to the best compared isomer or geometry (same formula, charge and spin): 96.7 kcal/mol
- Total charge: 0


No. 4
This record from the OMol25 dataset describes a 5-piece molecular cluster, C10H24F3N4O11S overall in a non-equilibrium geometry. The level of theory is ωB97M-V with the def2-TZVPD basis set.

Positions of all 53 atoms, in Å:
C: -5.175526 -2.341751 1.355238
O: -4.128084 -2.341209 0.321801
C: -4.080679 -1.078431 -0.429901
S: -3.469562 0.404669 0.537906
O: -4.885854 1.166246 1.163512
C: -2.615250 1.641180 -0.580714
C: -1.307152 2.209886 0.248035
O: -0.099321 1.563133 -0.296558
C: 0.478600 0.598718 0.652397
C: 2.101213 0.490559 0.306292
F: 2.489925 1.644822 -0.574750
F: 2.404056 -0.776797 -0.399769
F: 2.887660 0.651176 1.557442
H: -4.940830 -3.220917 2.126596
H: -5.225410 -1.361629 2.002643
H: -6.263369 -2.569953 0.945413
H: -5.099737 -0.765793 -0.929830
H: -3.317944 -1.236466 -1.333804
H: -5.444812 1.477838 0.370012
H: -2.299736 1.070476 -1.556482
H: -3.364610 2.511738 -0.842896
H: -1.513530 1.947561 1.391650
H: -1.167077 3.371816 0.191560
H: 0.406546 0.979855 1.756872
H: 0.058472 -0.503662 0.537939
C: 6.160860 0.302223 1.908398
N: 7.507974 0.817836 2.273367
O: 7.556260 1.889097 2.888973
O: 8.478864 0.132516 1.931603
H: 5.404734 1.002323 2.269900
H: 6.122778 0.221272 0.820150
H: 6.041594 -0.673584 2.383805
C: -8.402302 0.665747 1.909172
N: -8.673457 -0.260221 0.776550
O: -9.837823 -0.649807 0.630329
O: -7.709745 -0.569734 0.066231
H: -9.335386 0.850532 2.445605
H: -7.671386 0.183369 2.561369
H: -8.008666 1.593697 1.489179
C: 8.478485 1.512330 -1.296360
N: 7.267273 1.679691 -2.144141
O: 6.352173 0.862281 -1.991392
O: 7.269385 2.626987 -2.938949
H: 8.338997 0.644475 -0.648348
H: 9.329657 1.362640 -1.963732
H: 8.593812 2.421913 -0.703238
C: 2.098211 -2.991058 -2.950983
N: 0.674991 -3.388111 -3.125827
O: 0.453291 -4.465843 -3.689959
O: -0.179399 -2.606659 -2.691725
H: 2.736622 -3.767817 -3.377159
H: 2.242472 -2.043320 -3.473734
H: 2.281742 -2.885839 -1.879684

Forces on atoms 1 to 3 (eV/Å):
-1.4 -1.0 1.9
-0.8 3.4 -0.2
-0.6 -1.9 -2.3

- Max |F|: 5.22 eV Å⁻¹
- Highest occupied orbital energy: -12.69 eV
- 2S+1: 1
- E_tot: -58205.641 eV
- Total charge: +1